A) {
  "formula": "C3H9NO2",
  "method": "ωB97M-V/def2-TZVPD",
  "symbols": ["C", "C", "O", "H", "H", "H", "H", "N", "C", "O", "H", "H", "H", "H", "H"],
  "xyz": [[-0.3906, -1.7234, 0.8572], [-0.0876, -2.4881, -0.4695], [0.4198, -1.9147, -1.3911], [-1.2028, -2.2982, 1.3552], [0.5115, -1.4887, 1.4713], [-0.8610, -0.7908, 0.4956], [-0.2312, -3.5709, -0.5454], [1.0869, 1.8375, 0.3163], [-0.3197, 1.7347, -0.1668], [-0.2305, 1.2836, -1.5359], [1.0168, 1.7111, 1.3288], [1.4061, 2.6708, -0.0293], [-0.8894, 2.6681, -0.3174], [-0.8626, 1.0944, 0.4290], [0.6342, 1.2747, -1.7980]],
  "nbo_charge": [-0.7303, 0.4331, -0.5037, 0.2133, 0.2443, 0.2304, 0.1094, -0.8476, 0.0951, -0.7331, 0.3676, 0.3602, 0.1451, 0.1464, 0.4699],
  "homo_lumo_gap_ev": 10.55,
  "homo_ha": -0.3526,
  "smiles": "CC=O.NCO"
}

B) {
  "formula": "C3H9NO2",
  "method": "ωB97M-V/def2-TZVPD",
  "symbols": ["C", "C", "N", "O", "H", "H", "H", "H", "H", "C", "O", "H", "H", "H", "H"],
  "xyz": [[-0.6541, -0.8385, -0.7207], [-1.4083, -0.2917, 0.4309], [-2.6748, -0.7955, 0.6980], [-1.1008, 0.7109, 1.0659], [0.3543, -1.2072, -0.4825], [-0.3841, -0.0533, -1.4379], [-1.3015, -1.5827, -1.1794], [-3.1617, -0.3801, 1.4701], [-2.8915, -1.6299, 0.1850], [3.3467, 0.6881, -0.7171], [1.9144, 0.5044, -0.5501], [3.3865, 1.7876, -0.6265], [3.9526, 0.3122, 0.1187], [3.6149, 0.2272, -1.6616], [1.5825, 0.9947, 0.2259]],
  "nbo_charge": [-0.7309, 0.6694, -0.8356, -0.6436, 0.2726, 0.2651, 0.1991, 0.4143, 0.3868, -0.2502, -0.7586, 0.1739, 0.1646, 0.1895, 0.4837],
  "homo_lumo_gap_ev": 10.60,
  "homo_ha": -0.3548,
  "smiles": "CC(N)=O.CO"
}

C) {
  "formula": "C3H9NO2",
  "method": "ωB97M-V/def2-TZVPD",
  "symbols": ["C", "C", "O", "O", "H", "H", "H", "H", "C", "N", "H", "H", "H", "H", "H"],
  "xyz": [[-0.1280, 1.2172, 2.3374], [-0.3142, 2.2549, 1.3557], [-1.3572, 2.8491, 1.1476], [0.6548, 2.3274, 0.4671], [0.8175, 0.7277, 2.5240], [-0.6376, 0.2872, 2.0286], [-0.6518, 1.5176, 3.2855], [0.7253, 3.0554, -0.1102], [0.1182, -1.8858, -2.4474], [0.1837, -2.2590, -0.9308], [-0.6851, -2.3279, -2.9995], [1.1612, -1.9395, -2.8607], [-0.1602, -0.7250, -2.6469], [-0.6143, -2.2910, -0.4781], [0.8878, -2.8083, -0.6723]],
  "nbo_charge": [-0.7475, 0.7758, -0.5939, -0.6901, 0.2447, 0.2589, 0.2476, 0.5032, -0.4264, -0.8507, 0.1874, 0.2071, 0.1759, 0.3517, 0.3563],
  "homo_lumo_gap_ev": 9.71,
  "homo_ha": -0.3301,
  "smiles": "CC(=O)O.CN"
}

Stability order, top to bottom: B), C), A)

A) {
  "formula": "C4H7N3O",
  "method": "ωB97M-V/def2-TZVPD",
  "symbols": ["C", "C", "C", "C", "H", "H", "H", "H", "H", "H", "H", "N", "N", "N", "O"],
  "xyz": [[1.1243, -0.8157, -0.7032], [-0.9030, -0.0663, 0.9082], [-0.0896, 1.2476, 1.0670], [-0.7404, 0.6883, -0.2691], [0.1793, -0.6425, -3.2251], [1.6604, -1.3062, -1.5742], [-0.0028, -1.2553, 2.0709], [-2.0233, -0.0891, 1.3206], [1.0311, 0.9039, 1.0041], [-0.3453, 1.9595, 2.0559], [-1.4433, 1.4299, -0.6056], [0.4280, 0.1899, -1.1118], [0.9599, -1.4338, 0.3870], [-0.1821, -1.2672, 1.1139], [0.3469, 0.4571, -2.4386]],
  "nbo_charge": [0.1722, -0.1062, -0.5049, -0.0779, 0.3761, 0.1928, 0.3584, 0.2239, 0.2240, 0.2518, 0.2621, -0.1211, -0.3280, -0.4273, -0.4960],
  "homo_lumo_gap_ev": 7.35,
  "homo_ha": -0.2793
}

B) {
  "formula": "C4H7N3O",
  "method": "ωB97M-V/def2-TZVPD",
  "symbols": ["H", "N", "C", "N", "N", "C", "C", "C", "O", "H", "H", "H", "H", "H", "H"],
  "xyz": [[1.8148, -0.2693, 3.4825], [1.4538, 0.0639, 2.4520], [1.9479, -0.6546, 1.6072], [1.5618, -0.8424, 0.2004], [0.4272, -0.3661, -0.4347], [-0.2844, 0.5793, 0.0814], [-1.4207, 1.0296, -0.7818], [-1.3928, 0.2776, -2.0132], [-2.4653, 0.0799, -1.1544], [2.7653, -1.2699, 1.8924], [1.9471, -1.7598, -0.2966], [0.1072, 1.1121, 1.0713], [-1.5577, 2.0915, -0.6664], [-1.7684, 0.7426, -3.0342], [-0.7852, -0.6658, -2.0999]],
  "nbo_charge": [0.3643, -0.6845, 0.2646, -0.4689, -0.2508, -0.0005, -0.0360, -0.0927, -0.4723, 0.1494, 0.4032, 0.2293, 0.2043, 0.1686, 0.2219],
  "homo_lumo_gap_ev": 9.66,
  "homo_ha": -0.3292,
  "smiles": "[H]/N=C/N/N=C/[C@H]1CO1"
}

Stability order, top to bottom: B), A)

A) {
  "formula": "C4H7N3O",
  "method": "ωB97M-V/def2-TZVPD",
  "symbols": ["H", "N", "C", "N", "C", "C", "C", "N", "O", "H", "H", "H", "H", "H", "H"],
  "xyz": [[-2.0968, -1.2561, 1.5715], [-2.1454, -0.3178, 1.1541], [-1.3450, -0.1584, 0.1623], [-1.3679, 1.0295, -0.6212], [-0.2988, -1.1877, -0.2928], [1.0338, -1.0876, -0.3131], [1.9054, 0.0627, 0.1578], [1.3787, 1.2932, 0.4074], [3.0762, -0.2610, 0.3754], [-2.1515, 1.6258, -0.3436], [-1.4863, 0.8139, -1.6292], [-0.7583, -2.1040, -0.6809], [1.6316, -1.9781, -0.5646], [2.1292, 1.9522, 0.6748], [0.4952, 1.5734, -0.0578]],
  "nbo_charge": [0.3546, -0.6605, 0.4095, -0.8571, -0.2601, -0.2404, 0.6194, -0.8402, -0.6094, 0.3943, 0.3901, 0.2222, 0.2373, 0.4092, 0.4310],
  "homo_lumo_gap_ev": 10.33,
  "homo_ha": -0.3613,
  "smiles": "[H]/N=C(N)\\C=C/C(N)=O"
}

B) {
  "formula": "C4H7N3O",
  "method": "ωB97M-V/def2-TZVPD",
  "symbols": ["C", "C", "C", "C", "H", "H", "H", "H", "H", "H", "H", "N", "N", "N", "O"],
  "xyz": [[-2.7321, 0.4263, 0.4001], [-1.9169, -0.8974, -0.0717], [-0.5238, -0.4342, -0.2340], [1.5759, -0.1679, -0.0457], [-1.8329, 1.5674, 0.2486], [-2.9456, 0.1716, 1.5400], [-3.8909, 0.4550, -0.1040], [-1.8313, -1.8949, 0.2036], [-2.2186, -1.0657, -1.0296], [2.8332, -1.3315, 0.5139], [1.5630, 2.0504, 0.1336], [0.6493, -1.0494, -0.3050], [2.7944, -0.2830, 0.5724], [1.2137, 1.1431, -0.4244], [-0.3371, 0.9766, -0.0874]],
  "nbo_charge": [-0.6675, -0.5305, 0.6499, 0.4877, 0.3320, 0.2180, 0.2333, 0.2607, 0.2490, 0.3342, 0.4152, -0.5489, -0.6820, -0.3117, -0.4394],
  "homo_lumo_gap_ev": 9.54,
  "homo_ha": -0.3343
}

Stability order, top to bottom: A), B)

A) {
  "formula": "C4H7N3O",
  "method": "ωB97M-V/def2-TZVPD",
  "symbols": ["N", "C", "C", "N", "C", "N", "C", "O", "H", "H", "H", "H", "H", "H", "H"],
  "xyz": [[-2.1229, 0.9537, -0.3279], [-0.7405, 0.5509, -0.3469], [0.3796, 1.4213, -0.3006], [1.4222, 0.6787, 0.0086], [1.0547, -0.6171, 0.2677], [2.0621, -1.5851, 0.4663], [-0.3865, -0.6272, 0.1144], [-1.2928, -1.6049, 0.2089], [-2.4608, 1.2668, -1.2325], [-2.5104, 1.5585, 0.4119], [0.3741, 2.5963, -0.1087], [2.4488, 0.9049, -0.1064], [2.1614, -1.9108, 1.4879], [1.7567, -2.3529, -0.1411], [-2.1456, -1.2330, -0.4017]],
  "nbo_charge": [-0.8820, -0.0401, -0.0796, -0.4884, 0.1699, -0.8450, 0.1996, -0.6811, 0.3720, 0.3841, 0.2085, 0.4266, 0.3764, 0.3780, 0.5012],
  "homo_lumo_gap_ev": 8.17,
  "homo_ha": -0.2677,
  "smiles": "Nc1c[nH]c(N)c1O"
}

B) {
  "formula": "C4H7N3O",
  "method": "ωB97M-V/def2-TZVPD",
  "symbols": ["C", "N", "C", "N", "C", "O", "C", "N", "H", "H", "H", "H", "H", "H", "H"],
  "xyz": [[-1.3500, 0.8148, -0.4548], [-1.2425, 0.2844, 0.9246], [0.6521, -0.5566, -0.1731], [1.6867, 0.2220, -0.7613], [-0.7180, -0.4901, -0.7064], [1.0154, -1.9115, -0.0464], [0.1960, 0.1724, 1.3292], [0.7683, 0.4922, 2.3305], [1.8700, -1.9189, 0.4063], [-2.0604, 0.2261, 1.5396], [1.9538, 1.0527, -0.2536], [1.6674, 0.3566, -1.7622], [-2.3818, 0.9119, -0.7838], [-0.7527, 1.7092, -0.6344], [-1.3043, -1.3651, -0.9541]],
  "nbo_charge": [-0.2681, -0.5373, 0.2301, -0.8590, 0.0236, -0.7118, 0.2447, -0.4858, 0.4888, 0.4193, 0.3940, 0.3759, 0.2304, 0.2170, 0.2381],
  "homo_lumo_gap_ev": [7.16, 7.15],
  "homo_ha": [-0.2764, -0.2761]
}

Stability order, top to bottom: A), B)

A) {
  "formula": "C4H7N3O",
  "method": "ωB97M-V/def2-TZVPD",
  "symbols": ["C", "C", "C", "C", "H", "H", "H", "H", "H", "H", "H", "N", "N", "N", "O"],
  "xyz": [[1.2741, -0.5768, 0.3651], [0.3315, 0.3918, 1.0982], [-0.9022, 0.9794, -0.5212], [-0.2487, -0.8997, 0.5370], [1.3354, -0.4485, -1.6690], [2.3354, 0.6459, -0.9919], [2.1018, -1.0518, 1.0038], [0.4793, 1.0257, 2.0472], [-1.2279, 1.4636, -1.5432], [-3.1074, 0.5293, 0.2812], [-0.5968, -1.9819, 0.7923], [2.0690, -0.4363, -0.9299], [0.0073, 1.4289, 0.2047], [-1.2277, -0.4232, -0.5305], [-2.6229, -0.6465, -0.1438]],
  "nbo_charge": [-0.0710, -0.1509, 0.1809, -0.1384, 0.3550, 0.3600, 0.2277, 0.2434, 0.1989, 0.4270, 0.2681, -0.8065, -0.3849, -0.1735, -0.5361],
  "homo_lumo_gap_ev": 9.23,
  "homo_ha": -0.3502
}

B) {
  "formula": "C4H7N3O",
  "method": "ωB97M-V/def2-TZVPD",
  "symbols": ["C", "C", "C", "C", "H", "H", "H", "H", "H", "H", "H", "N", "N", "N", "O"],
  "xyz": [[-1.3477, -0.3111, 0.1271], [-0.3333, -1.3830, 0.2488], [0.9451, -0.6068, 0.1929], [0.6688, 0.7563, -0.0732], [-3.4053, -0.7117, -0.8262], [-3.0084, 1.0972, 0.4101], [-0.4849, -2.4739, 0.5563], [1.5905, -2.3056, -0.2633], [1.0371, 2.9610, -0.1781], [2.3872, 1.9335, 0.6650], [-1.2153, 1.7786, 1.0026], [-2.7019, -0.1303, -0.1361], [1.4278, 1.9151, -0.0483], [-0.6413, 0.8828, -0.2076], [2.1137, -1.4606, -0.1995]],
  "nbo_charge": [0.2879, -0.4119, 0.2173, 0.1847, 0.4409, 0.3970, 0.2392, 0.4750, 0.4198, 0.4063, 0.2119, -0.8741, -0.8677, -0.4439, -0.6823],
  "homo_lumo_gap_ev": 5.91,
  "homo_ha": -0.2489
}

C) {
  "formula": "C4H7N3O",
  "method": "ωB97M-V/def2-TZVPD",
  "symbols": ["H", "N", "C", "N", "C", "O", "C", "C", "N", "H", "H", "H", "H", "H", "H"],
  "xyz": [[0.8596, -2.4255, -0.0178], [0.3904, -1.5073, 0.0214], [1.1783, -0.4680, 0.0043], [2.5807, -0.4260, -0.1356], [0.6234, 0.9809, -0.0743], [1.4619, 1.9046, 0.1200], [-0.7738, 1.3192, -0.1853], [-1.9187, 0.6588, -0.0445], [-2.2822, -0.6389, -0.0747], [3.1624, -1.3459, 0.1440], [3.0418, 0.4433, -0.2091], [-0.8265, 2.4423, -0.0470], [-2.8050, 1.3368, 0.1370], [-3.2384, -1.0351, 0.3141], [-1.4537, -1.2392, 0.0473]],
  "nbo_charge": [0.3546, -0.7600, 0.3938, -0.8207, 0.4688, -0.5907, -0.4677, 0.1310, -0.8016, 0.3967, 0.4266, 0.2387, 0.1925, 0.4042, 0.4339],
  "homo_lumo_gap_ev": 8.86,
  "homo_ha": -0.3139,
  "smiles": "[H]/N=C(\\N)C(=O)/C=C\\N"
}

Stability order, top to bottom: C), A), B)

A) {
  "formula": "C4H7N3O",
  "method": "ωB97M-V/def2-TZVPD",
  "symbols": ["H", "N", "C", "C", "O", "N", "C", "N", "C", "H", "H", "H", "H", "H", "H"],
  "xyz": [[0.1260, -2.2787, -1.6550], [-0.3403, -1.4445, -1.2958], [0.3536, -0.6035, -0.5979], [1.9502, -0.8589, -0.6071], [2.7948, -0.1802, -0.0659], [-0.1772, 0.4222, 0.1665], [0.5628, 1.5349, 0.7535], [-1.5944, 0.7803, 0.0837], [-2.4411, -0.1275, 0.4125], [2.2219, -1.7733, -1.1628], [1.6437, 1.4849, 0.6713], [0.2545, 2.4730, 0.2787], [0.3167, 1.5857, 1.8192], [-2.1575, -1.1397, 0.7436], [-3.5135, 0.1253, 0.4554]],
  "nbo_charge": [0.3558, -0.7231, 0.3353, 0.3954, -0.5014, -0.3042, -0.4198, -0.2444, -0.0439, 0.1261, 0.2471, 0.2071, 0.1980, 0.1802, 0.1919],
  "homo_lumo_gap_ev": 8.91,
  "homo_ha": -0.3214,
  "smiles": "[H]/N=C(\\C=O)N(C)N=C"
}

B) {
  "formula": "C4H7N3O",
  "method": "ωB97M-V/def2-TZVPD",
  "symbols": ["H", "N", "C", "C", "C", "O", "N", "N", "C", "H", "H", "H", "H", "H", "H"],
  "xyz": [[0.2109, 2.3410, -0.3905], [-0.7221, 2.1692, -0.0136], [-0.9962, 0.9541, -0.2939], [-2.1210, 0.0813, 0.0671], [-1.6844, -1.1677, 0.0143], [-0.4410, -1.3545, -0.4835], [-0.0846, 0.0040, -0.9659], [1.2830, 0.2516, -0.6863], [1.8209, -0.2701, 0.5608], [-2.9702, 0.5138, 0.5933], [-2.0943, -2.1652, 0.3420], [1.8199, -0.0896, -1.4463], [2.9609, -0.4700, 0.6051], [1.6700, 0.5407, 1.3740], [1.3481, -1.3387, 0.7234]],
  "nbo_charge": [0.3550, -0.6615, 0.3815, -0.3985, 0.1856, -0.3646, -0.0300, -0.4716, -0.4745, 0.2505, 0.2167, 0.3645, 0.2217, 0.2131, 0.2121],
  "homo_lumo_gap_ev": 9.79,
  "homo_ha": -0.3267,
  "smiles": "[H]/N=c1/ccon1NC"
}

Stability order, top to bottom: A), B)